# 1
Molecular formula: C23H20AsFGeN3S4V
Method: DFT, ωB97M-V with the def2-TZVPD basis set

DFT total energy: -217750.7859 eV
HOMO energy (alpha / beta): -4.8 / -4.6 eV
LUMO level (alpha / beta): 1.566 / 1.570 eV
gap between HOMO and LUMO (alpha / beta): 0.23562 / 0.22804 hartree
⟨S²⟩: 0.93

The geometry in ORCA input format:
```
! RIJCOSX wB97M-V def2-TZVPD def2/J DEFGRID3
* xyz -1 2
V 0.4474 -0.1626 -0.2289
S 3.2193 -0.4542 -3.2012
As 3.0516 -1.0450 -1.1836
S 2.4579 0.7409 0.1419
S 1.0750 -2.1829 -0.8831
S 4.5986 -2.0853 -0.2604
Ge 0.6139 -0.8625 2.2522
C -1.1907 -1.3729 2.8938
C -1.9667 -2.3016 2.1918
C -3.2236 -2.6964 2.6353
C -3.7494 -2.1548 3.8025
C -3.0072 -1.2197 4.5130
C -1.7449 -0.8373 4.0627
C 1.7737 -2.3381 2.8087
C 2.9275 -2.0691 3.5439
C 3.7810 -3.0906 3.9507
C 3.4912 -4.4073 3.6266
C 2.3455 -4.6948 2.8926
C 1.5034 -3.6683 2.4864
H 1.0360 0.2555 3.2436
H -1.5848 -2.7233 1.2662
H -3.7944 -3.4223 2.0677
H -4.7295 -2.4578 4.1523
H -3.4113 -0.7877 5.4216
H -1.1811 -0.1085 4.6349
H 3.1774 -1.0438 3.7932
H 4.6800 -2.8534 4.5084
H 4.1591 -5.2052 3.9312
H 2.1163 -5.7193 2.6237
H 0.6234 -3.9140 1.9019
F -1.1900 0.4422 0.2215
C 0.2994 1.9160 -4.1037
C 0.6733 1.4910 -2.8383
N -0.0349 0.5868 -2.1598
C -1.1098 0.0406 -2.7400
C -1.5430 0.3848 -4.0061
C -0.8196 1.3634 -4.6796
C -2.7879 -0.1472 -4.6151
C -3.3705 -1.3395 -4.5610
C -2.8838 -2.6201 -3.9811
C -3.7086 -3.7345 -3.9952
C -3.1862 -4.9124 -3.4962
N -1.9417 -5.0077 -3.0301
C -1.2313 -3.8773 -3.0640
N -1.6429 -2.6916 -3.5114
H 0.8956 2.6584 -4.6149
H 1.5453 1.8793 -2.3329
H -1.6733 -0.6593 -2.1403
H -1.1381 1.6787 -5.6689
H -3.3274 0.5932 -5.2016
H -4.3227 -1.4270 -5.0753
H -4.7189 -3.6849 -4.3796
H -3.7859 -5.8164 -3.4746
H -0.2166 -3.9175 -2.6850
*
```

---

# 2
Molecular formula: C2H14N2O3
Method: DFT, ωB97M-V with the def2-TZVPD basis set

DFT total energy: -11423.5357 eV
HOMO energy: -9.8 eV
LUMO level: 0.579 eV
gap between HOMO and LUMO: 0.38325 hartree
structure (SMILES): NCCN.O.O.O

The geometry in ORCA input format:
```
! RIJCOSX wB97M-V def2-TZVPD def2/J DEFGRID3
* xyz 0 1
N -2.0391 0.3944 -0.4994
C -1.0655 0.0108 0.5525
C -0.5121 -1.3789 0.2481
N 0.7348 -1.6463 0.9914
H -2.4078 1.3232 -0.3255
H -2.7446 -0.3322 -0.5546
H -1.5350 0.1613 1.5195
H -0.2095 0.6761 0.5403
H -1.1974 -2.1868 0.4915
H -0.3281 -1.3313 -0.8321
H 0.7553 -2.5996 1.3040
H 1.5130 -1.3216 0.4436
H 0.6952 -0.1977 2.8907
H -0.5106 -0.9634 3.1525
O -0.0304 -0.2079 3.5353
H 2.5164 2.6388 -1.6514
H 2.4245 1.1074 -1.7159
O 3.0106 1.8316 -1.4709
H -0.8771 0.3343 -3.5771
H -0.6165 0.6652 -2.0634
O -0.2628 0.7567 -2.9700
*
```

---

# 3
Molecular formula: CHCl3NOP
Method: DFT, ωB97M-V with the def2-TZVPD basis set

DFT total energy: -51446.4940 eV
HOMO energy (alpha / beta): -8.8 / -8.8 eV
LUMO level (alpha / beta): -1.134 / -1.133 eV
gap between HOMO and LUMO (alpha / beta): 0.28302 / 0.28321 hartree

The geometry in ORCA input format:
```
! RIJCOSX wB97M-V def2-TZVPD def2/J DEFGRID3
* xyz 0 1
C 0.1695 0.4378 -0.3976
N 1.2807 0.5048 -0.9069
O -0.7642 1.4483 -0.6822
P 0.0161 2.4951 -1.7119
Cl 0.0256 2.0670 -3.6672
Cl 1.3888 3.7897 -1.0026
Cl -1.5746 3.7287 -1.6629
H -0.2313 -0.3125 0.2785
*
```

---

# 4
Molecular formula: C5H12O
Method: DFT, ωB97M-V with the def2-TZVPD basis set

DFT total energy: -7425.1203 eV
HOMO energy: -9.4 eV
LUMO level: 0.773 eV
gap between HOMO and LUMO: 0.37498 hartree
structure (SMILES): C=CCCC.O

The geometry in ORCA input format:
```
! RIJCOSX wB97M-V def2-TZVPD def2/J DEFGRID3
* xyz 0 1
C 0.6441 1.2546 -2.1163
C -0.3073 0.4343 -1.2885
C 0.3922 -0.8540 -0.6209
C -0.3377 -1.1754 0.6306
C -0.4134 -2.4851 0.8311
H 0.0282 2.0051 -2.6931
H 1.3673 1.8642 -1.5873
H 1.1964 0.6326 -2.8203
H -0.7410 0.9563 -0.4202
H -1.1171 0.1569 -1.8831
H 1.4212 -0.7803 -0.3382
H 0.4212 -1.5006 -1.4397
H -0.6460 -0.4694 1.3902
H -0.3372 -3.0702 -0.0534
H -0.7146 -3.1187 1.7979
H 0.0728 2.8577 2.2076
H 0.5011 1.4900 1.8533
O -0.1650 1.9913 2.4213
*
```

---

# 5
Molecular formula: C38H103O14
Method: DFT, ωB97M-V with the def2-TZVPD basis set

DFT total energy: -69741.8512 eV
HOMO energy: -4.7 eV
LUMO level: 1.999 eV
gap between HOMO and LUMO: 0.24756 hartree

The geometry in ORCA input format:
```
! RIJCOSX wB97M-V def2-TZVPD def2/J DEFGRID3
* xyz -1 1
C -0.9341 0.2911 1.1657
C -0.1470 -0.0103 -0.1104
C 1.3421 -0.0755 0.2080
O -0.6434 -1.1235 -0.7636
H -0.5365 1.1349 1.7457
H -0.9202 -0.5748 1.8426
H -1.9872 0.4990 0.9621
H -0.3344 0.8499 -0.8002
H 1.9873 -0.0343 -0.6767
H 1.5809 -0.9847 0.7845
H 1.7123 0.7197 0.8721
C 4.5439 1.1044 1.0453
C 5.9784 1.2211 1.5499
C 6.2116 0.5361 2.8639
O 6.9307 0.6682 0.6286
H 4.4297 1.6614 0.1133
H 3.7563 1.3877 1.7385
H 4.4539 0.0394 0.7927
H 6.2558 2.2871 1.6013
H 7.2141 0.6575 3.2780
H 6.0259 -0.5464 2.8833
H 5.5100 0.8724 3.6425
H 6.8244 1.0914 -0.2547
C 2.8362 -0.2420 5.9319
C 2.5880 0.3901 4.5654
C 1.1210 0.5293 4.1652
O 3.1817 1.7016 4.5613
H 3.9208 -0.3537 6.0292
H 2.4015 -1.2436 5.9582
H 2.5253 0.3736 6.7775
H 3.0820 -0.2207 3.8069
H 1.1622 1.1254 3.2566
H 0.5410 1.0022 4.9645
H 0.5973 -0.4108 3.9811
H 2.8302 2.1703 5.3264
C -5.3122 -3.9054 1.2341
C -5.0194 -2.9119 0.1210
C -4.7802 -1.4908 0.6410
O -3.9822 -3.4506 -0.7058
H -4.4305 -4.1650 1.8230
H -5.7526 -4.8168 0.8212
H -6.0521 -3.5521 1.9667
H -5.8489 -2.8361 -0.5981
H -4.4302 -0.8464 -0.1654
H -3.9716 -1.5618 1.3791
H -5.6750 -1.1334 1.1516
H -3.1846 -3.5753 -0.1226
C 5.0627 0.4730 -3.0546
C 5.7782 1.8088 -3.0003
C 4.8245 2.9923 -2.9895
O 6.6354 1.8490 -1.8346
H 4.6242 0.2554 -4.0244
H 4.2591 0.4929 -2.3119
H 5.7635 -0.3121 -2.7699
H 6.3978 1.9089 -3.9069
H 4.1952 3.0780 -3.8778
H 5.3457 3.9598 -2.9908
H 4.2217 2.9475 -2.0799
H 7.3121 2.5040 -2.0400
C -2.1647 4.8190 3.0435
C -2.9862 5.4622 1.9216
C -2.8949 4.7907 0.5570
O -4.3598 5.5226 2.3022
H -1.1757 4.4254 2.7940
H -2.6939 3.9293 3.4127
H -2.0513 5.5287 3.8637
H -2.6195 6.4916 1.8452
H -1.9128 4.3568 0.3745
H -3.2615 5.4458 -0.2293
H -3.5511 3.9103 0.5397
H -4.7263 4.6567 2.5350
C -7.3957 1.2804 2.7683
C -6.1777 2.1436 3.0833
C -4.9423 1.2404 3.1568
O -6.0523 3.1159 2.0355
H -7.4283 1.1703 1.6796
H -8.3357 1.7635 3.0350
H -7.3440 0.2797 3.1925
H -6.2310 2.6925 4.0227
H -5.1049 0.4012 3.8383
H -4.0589 1.7984 3.4642
H -4.7732 0.7769 2.1810
H -6.0966 2.6402 1.1972
C -0.4997 1.1739 -5.8759
C 0.4912 0.4058 -5.0394
C 1.3236 1.2475 -4.0933
O -0.2118 -0.5520 -4.2704
H -1.1857 1.7210 -5.2277
H -1.0658 0.4793 -6.4908
H 0.0432 1.9133 -6.4708
H 1.1322 -0.1672 -5.7304
H 0.7205 1.8344 -3.4026
H 1.9441 1.9247 -4.7024
H 1.9978 0.6214 -3.5061
H 0.4377 -1.0641 -3.7408
C 0.3899 -4.1488 1.6412
C -0.7409 -4.2220 0.6249
C -1.4712 -5.5329 0.7841
O -1.6333 -3.1291 0.8703
H 1.1318 -4.9334 1.4304
H 0.0572 -4.3486 2.6647
H 0.9282 -3.1990 1.6572
H -0.3314 -4.0988 -0.3815
H -0.8708 -6.3903 0.4669
H -2.3478 -5.6074 0.1311
H -1.7816 -5.6656 1.8226
H -1.1624 -2.3398 0.4382
C 1.7389 3.5032 -0.5845
C 2.5324 4.7751 -0.3759
C 2.3252 5.7281 -1.5479
O 2.1797 5.4410 0.8147
H 2.0816 3.0310 -1.5156
H 0.6648 3.5718 -0.7545
H 1.9047 2.7450 0.1837
H 3.5937 4.4917 -0.4327
H 2.5722 6.7409 -1.2318
H 1.2847 5.7080 -1.8949
H 2.8637 5.4145 -2.4439
H 2.5238 4.9739 1.5811
C 2.6911 -3.3230 -0.8881
C 2.6371 -2.4290 -2.1081
C 3.4046 -2.9910 -3.2941
O 1.2700 -2.2289 -2.5466
H 1.9253 -3.0547 -0.1596
H 3.6416 -3.1712 -0.3612
H 2.5820 -4.3880 -1.1060
H 3.0092 -1.4201 -1.8788
H 4.4773 -2.9923 -3.0806
H 3.1846 -2.3963 -4.1785
H 3.1322 -4.0363 -3.4529
H 0.7864 -1.8152 -1.7547
C -2.4132 -5.6458 -3.4458
C -1.0199 -5.2396 -3.0002
C 0.0384 -5.6804 -4.0118
O -1.0901 -3.8085 -2.9712
H -2.6795 -5.2398 -4.4213
H -3.1755 -5.3248 -2.7322
H -2.5272 -6.7394 -3.5120
H -0.7540 -5.6801 -2.0248
H 0.0413 -6.7747 -4.1059
H 1.0380 -5.3527 -3.7149
H -0.1736 -5.2783 -5.0050
H -0.2347 -3.4456 -2.6548
C -4.1341 2.9421 -2.3300
O -4.1122 2.5440 -3.6722
H -5.0808 3.4379 -2.0712
H -4.0859 2.0957 -1.6412
H -3.3208 3.6110 -2.0303
H -4.6200 3.1809 -4.1783
C -1.8272 -2.1480 4.1250
O -2.5563 -3.2433 3.6140
H -1.9535 -1.2442 3.5250
H -2.1369 -1.9955 5.1589
H -0.7524 -2.3857 4.1557
H -2.4555 -3.2342 2.6402
*
```